{
  "formula": "C31H50AsN3O7PbS3Si3",
  "method": "the ωB97M-V functional and the def2-TZVPD basis",
  "charge": -2,
  "spin_multiplicity": 1,
  "orbital_gap_ev": 6.179,
  "homo_ev": -2.179,
  "mol_weight_g_mol": 1039.3,
  "symbols": ["Pb", "C", "O", "Si", "C", "C", "C", "Si", "C", "C", "C", "Si", "C", "C", "C", "H", "H", "H", "H", "H", "H", "H", "H", "H", "H", "H", "H", "H", "H", "H", "H", "H", "H", "H", "H", "H", "H", "H", "H", "H", "H", "H", "S", "C", "N", "C", "C", "C", "C", "C", "C", "S", "H", "H", "H", "H", "O", "As", "O", "O", "C", "C", "C", "C", "C", "C", "S", "O", "O", "O", "H", "H", "H", "H", "H", "C", "C", "C", "N", "H", "H", "H", "H", "H", "C", "C", "C", "C", "C", "N", "H", "H", "H", "H", "H", "H", "H", "H", "H"],
  "positions_angstrom": [[-0.11663, 0.22930, -0.75037], [1.95346, -1.70676, 1.46751], [1.90447, -0.97455, 0.26189], [2.82886, -1.35081, -1.11992], [4.62320, -1.12245, -0.54804], [2.70380, -3.20877, -1.35753], [2.20320, -0.22312, -2.37647], [1.67666, -0.75927, -4.04369], [2.92206, -0.32057, -5.42016], [1.45261, -2.61397, -4.30552], [0.03199, 0.01449, -4.55401], [2.96323, 1.45008, -2.32656], [4.78098, 1.52152, -2.89064], [2.95704, 2.22429, -0.60371], [2.09727, 2.71663, -3.42727], [1.33438, -2.60487, 1.39430], [1.56581, -1.07897, 2.26798], [2.98466, -1.99721, 1.70328], [4.86487, -1.83373, 0.24837], [4.82157, -0.11581, -0.17632], [5.30628, -1.31455, -1.38012], [2.99452, -3.69583, -0.42020], [3.39875, -3.54793, -2.13039], [1.70104, -3.54467, -1.61474], [3.88355, -0.80717, -5.22971], [3.10640, 0.75099, -5.51980], [2.54212, -0.68669, -6.38000], [2.40054, -3.15385, -4.24134], [1.05723, -2.75336, -5.31793], [0.74933, -3.07779, -3.61469], [-0.11839, -0.04002, -5.63729], [-0.05003, 1.06078, -4.25371], [-0.78553, -0.53335, -4.07544], [5.44388, 0.99711, -2.20035], [5.10577, 2.56675, -2.94104], [4.90925, 1.07878, -3.88094], [3.59559, 3.11450, -0.60061], [3.31476, 1.54770, 0.17450], [1.95953, 2.55189, -0.29147], [2.07860, 2.42300, -4.47902], [2.63227, 3.66939, -3.35289], [1.06617, 2.88404, -3.11197], [-0.61784, 2.98402, 1.10260], [0.44582, 2.70310, 2.39520], [1.30391, 1.73375, 2.54405], [2.00217, 1.83268, 3.72619], [2.99183, 0.94007, 4.14294], [3.62306, 1.13964, 5.35895], [3.28841, 2.22232, 6.17391], [2.31417, 3.12508, 5.77178], [1.67931, 2.92796, 4.55369], [0.44551, 3.86129, 3.76924], [3.24965, 0.10740, 3.50162], [4.38990, 0.44520, 5.68152], [3.79222, 2.36183, 7.12282], [2.05398, 3.96990, 6.39834], [-4.24179, -0.92090, -2.69507], [-3.96384, -0.71815, -0.97548], [-5.30593, -0.03856, -0.32218], [-2.51736, 0.06566, -0.72184], [-3.77191, -2.51180, -0.23049], [-4.78112, -2.86782, 0.65922], [-4.74442, -4.08112, 1.33307], [-3.69073, -4.95513, 1.11563], [-2.68657, -4.61774, 0.21962], [-2.72137, -3.40271, -0.45122], [-1.36923, -3.07480, -1.58718], [-0.80251, -4.37226, -1.88468], [-1.95609, -2.39169, -2.73113], [-0.43555, -2.21925, -0.83482], [-3.45300, -1.38921, -3.02864], [-5.59037, -2.16229, 0.81190], [-5.53634, -4.33935, 2.02670], [-3.64978, -5.90485, 1.63595], [-1.86657, -5.29294, 0.01677], [-3.72188, 4.34818, -0.58453], [-3.47838, 2.90923, -1.03150], [-2.30307, 2.77671, -1.88976], [-1.37681, 2.68089, -2.56328], [-4.60817, 4.38268, 0.04940], [-3.88043, 5.00859, -1.43862], [-2.87215, 4.71528, -0.00937], [-4.33358, 2.49475, -1.56890], [-3.30832, 2.24301, -0.18644], [-3.74822, 1.28320, 2.53580], [-2.85890, 0.30952, 3.31413], [-3.68251, -0.88107, 3.82467], [-2.17372, 1.03193, 4.48037], [-1.80336, -0.23326, 2.44043], [-0.95566, -0.70205, 1.82478], [-4.51430, 1.66028, 3.21992], [-4.24143, 0.81287, 1.68276], [-3.14928, 2.12502, 2.18471], [-4.46629, -0.50942, 4.48883], [-3.05692, -1.58342, 4.37814], [-4.14889, -1.40991, 2.99376], [-2.94059, 1.40454, 5.16382], [-1.58942, 1.87788, 4.11991], [-1.51037, 0.36004, 5.02802]]
}